Below is the molecule C2H2OS2, with properties calculated with ωB97M-V/def2-TZVPD.

Values from the calculation:
Kohn-Sham gap: 0.2962 Ha

Last column: Mulliken charge in e.
CARTESIAN COORDINATES (ANGSTROEM)
O1 1.50 -0.99 -0.61  -0.4205
C1 0.76 -0.35 0.02  0.6669
S1 0.59 -0.24 1.78  -0.1913
C2 -0.38 0.19 -0.72  -0.2610
S2 -1.17 1.52 -0.61  -0.1945
H1 -0.61 0.40 1.71  0.1596
H2 -0.71 -0.53 -1.58  0.2409

=====

Below is the molecule C4H11NO2, with properties calculated with ωB97M-V/def2-TZVPD.

Values from the calculation:
Kohn-Sham gap: 0.3690 Ha

Last column: Mulliken charge in e.
CARTESIAN COORDINATES (ANGSTROEM)
C1 0.96 1.29 -0.92  -1.7245
C2 0.30 0.36 0.08  0.6124
C3 1.28 -0.07 1.23  -0.6266
O1 1.09 0.73 2.39  -0.5083
N1 -0.13 -0.90 -0.59  -0.3280
C4 -1.49 -1.27 -0.33  -0.5221
O2 -2.43 -0.47 -1.10  -0.5365
H1 0.25 1.88 -1.51  0.4004
H2 1.26 2.12 -0.25  0.4357
H3 1.82 0.93 -1.46  0.3960
H4 -0.49 0.90 0.62  0.2503
H5 2.33 0.17 1.02  0.2523
H6 1.20 -1.15 1.35  0.3486
H7 0.17 0.69 2.71  0.3178
H8 0.08 -0.80 -1.57  0.2399
H9 -1.57 -2.34 -0.58  0.4069
H10 -1.85 -1.03 0.67  0.2761
H11 -2.80 -1.05 -1.78  0.3097

=====

Below is a cluster of 2 separate species, C3H4OS in total, with properties calculated with ωB97M-V/def2-TZVPD.

Values from the calculation:
Kohn-Sham gap (alpha / beta): 0.2688 / 0.2687 Ha

Last column: Mulliken charge in e.
CARTESIAN COORDINATES (ANGSTROEM)
C1 1.71 -0.94 -0.49  -0.2065
C2 -0.78 -0.57 0.00  0.3996
C3 -0.97 0.96 0.20  -0.8447
O1 -1.44 -1.51 0.19  -0.3457
S1 2.68 0.08 0.18  -0.1745
H1 1.92 -2.02 -0.66  0.2782
H2 -0.49 1.47 1.08  0.2728
H3 -0.59 1.35 -0.77  0.2822
H4 -2.03 1.18 0.28  0.3386

=====

Below is a cluster of 2 separate species, C2H6NO3 in total, with properties calculated with ωB97M-V/def2-TZVPD.

Values from the calculation:
Kohn-Sham gap (alpha / beta): 0.4232 / 0.2506 Ha
Multiplicity: 2
⟨S²⟩: 0.760

Last column: Löwdin spin population.
CARTESIAN COORDINATES (ANGSTROEM)
C1 2.86 -0.40 1.48  0.0104
N1 2.76 0.02 0.08  0.0735
C2 1.49 0.13 -0.46  0.0371
O1 1.48 0.81 -1.59  0.7369
O2 0.51 -0.32 0.10  0.1346
H1 2.32 0.34 2.09  0.0054
H2 2.72 -1.47 1.54  0.0028
H3 3.91 -0.36 1.84  0.0001
H4 3.42 0.73 -0.18  -0.0007
H5 -7.45 0.63 -0.39  0.0000
H6 -7.54 -0.22 0.91  0.0000
O3 -7.28 -0.21 -0.01  0.0000

=====

Below is the molecule C3H3NO2S, with properties calculated with ωB97M-V/def2-TZVPD.

Values from the calculation:
Kohn-Sham gap: 0.2595 Ha

Last column: Mulliken charge in e.
CARTESIAN COORDINATES (ANGSTROEM)
C1 -0.46 -0.17 0.87  -0.2222
C2 0.92 -0.08 0.36  -0.0908
C3 0.09 0.19 -1.87  0.2446
N1 -1.09 0.40 -1.59  -0.3648
O1 -2.60 -0.07 2.32  -0.4652
O2 1.06 -0.26 -1.03  -0.2915
S1 -1.21 -0.40 2.32  0.3171
H1 1.24 0.95 0.85  0.2423
H2 1.70 -0.92 0.68  0.2666
H3 0.34 0.36 -2.92  0.3638

=====

Below is a structure of composition C56H46BrN5O4PPbS, with properties calculated with ωB97M-V/def2-TZVPD.

Values from the calculation:
Kohn-Sham gap: 0.1980 Ha
Charge: +1

Last column: Mulliken charge in e.
CARTESIAN COORDINATES (ANGSTROEM)
Pb1 -0.04 0.09 0.33  3.5562
C1 -4.41 0.36 2.18  -1.3477
C2 -3.22 -0.13 1.61  -0.0730
N1 -2.09 0.54 1.65  1.0313
C3 -2.06 1.78 2.20  0.3386
C4 -3.24 2.40 2.68  1.1371
C5 -4.42 1.63 2.70  -0.9367
C6 -3.19 3.76 3.06  -0.9341
C7 -2.05 4.47 2.84  -1.6392
C8 -0.88 3.84 2.38  -1.7043
C9 -0.82 2.47 2.20  -0.1069
N2 0.31 1.69 2.01  1.4395
C10 1.60 2.11 2.23  0.0736
C11 2.00 3.27 2.87  -0.9295
C12 3.35 3.60 3.06  -1.0843
C13 4.35 2.76 2.66  -1.1024
C14 4.01 1.50 2.13  1.4850
C15 4.97 0.49 1.90  -1.0261
C16 4.56 -0.76 1.55  -1.4134
C17 3.19 -0.99 1.34  -0.3033
N3 2.29 -0.05 1.49  1.2162
C18 2.65 1.17 1.92  -0.6365
H1 -5.30 -0.25 2.17  0.5409
H2 -3.22 -1.07 1.09  0.0883
H3 -5.33 2.07 3.09  0.4857
H4 -4.08 4.22 3.47  0.4615
H5 -2.03 5.53 3.04  0.4267
H6 -0.02 4.45 2.14  0.9406
H7 1.25 3.93 3.28  0.9653
H8 3.59 4.54 3.54  0.4553
H9 5.40 3.00 2.82  0.4839
H10 6.02 0.73 2.03  0.4905
H11 5.27 -1.57 1.42  0.5270
H12 2.85 -1.97 1.05  0.3487
C19 3.36 4.39 -1.97  -1.8062
C20 3.10 2.91 -1.99  0.1150
C21 3.82 2.04 -2.80  -0.6270
C22 3.55 0.68 -2.78  -1.0156
C23 2.56 0.24 -1.93  0.1179
Br1 2.12 -1.61 -1.89  -0.0260
N4 1.87 1.04 -1.13  0.6481
C24 2.13 2.35 -1.17  -0.5446
H13 3.74 4.74 -2.92  0.4445
H14 4.10 4.63 -1.20  0.3423
H15 2.45 4.94 -1.72  0.3661
H16 4.59 2.42 -3.46  0.4817
H17 4.09 -0.01 -3.41  0.5489
H18 1.53 2.97 -0.51  0.5268
C25 2.90 -6.08 3.06  -0.6591
C26 2.95 -5.58 1.77  -0.9051
C27 2.16 -4.49 1.42  -0.2620
C28 1.32 -3.89 2.36  0.5285
C29 1.28 -4.40 3.66  -0.3135
C30 2.07 -5.49 4.00  -0.7247
P1 0.26 -2.52 1.78  1.0313
C31 -0.50 -1.93 3.34  0.7706
C32 0.29 -1.11 4.15  -0.3101
C33 -0.22 -0.55 5.31  -0.7242
C34 -1.54 -0.79 5.68  -0.6957
C35 -2.33 -1.61 4.88  -0.6195
C36 -1.82 -2.18 3.72  -0.8438
C37 -1.09 -3.41 0.96  -0.2381
C38 -1.52 -4.64 1.38  -0.0294
C39 -2.60 -5.30 0.76  -1.0455
C40 -3.23 -4.71 -0.29  -0.9497
C41 -2.82 -3.46 -0.79  1.5223
C42 -3.49 -2.85 -1.88  -1.1428
C43 -3.11 -1.64 -2.37  -0.9324
C44 -2.02 -0.95 -1.79  -0.4026
C45 -1.40 -1.51 -0.72  0.4870
C46 -1.73 -2.78 -0.16  -0.9164
H19 3.50 -6.93 3.33  0.4130
H20 3.60 -6.03 1.03  0.4570
H21 2.19 -4.11 0.40  0.3752
H22 0.64 -3.94 4.40  0.4697
H23 2.02 -5.88 5.01  0.4534
H24 1.32 -0.90 3.86  0.3902
H25 0.40 0.09 5.93  0.4230
H26 -1.94 -0.36 6.59  0.4071
H27 -3.36 -1.81 5.17  0.4401
H28 -2.45 -2.82 3.12  0.4097
H29 -1.02 -5.12 2.21  0.6041
H30 -2.93 -6.26 1.14  0.4222
H31 -4.07 -5.20 -0.78  0.4621
H32 -4.33 -3.38 -2.33  0.4478
H33 -3.64 -1.18 -3.20  0.4442
H34 -1.71 0.00 -2.19  0.6324
C47 -2.76 -4.08 -5.72  -1.6275
C48 -2.08 -2.74 -5.76  1.0687
C49 -0.70 -2.66 -5.60  -0.6583
C50 -0.05 -1.44 -5.62  -0.3487
C51 -0.80 -0.28 -5.79  -0.1445
C52 -2.17 -0.34 -5.99  -0.5225
C53 -2.80 -1.57 -5.98  -0.8416
S1 0.02 1.28 -5.75  1.3346
O1 1.44 1.06 -5.85  -0.7087
O2 -0.66 2.15 -6.67  -0.7251
N5 -0.21 1.81 -4.18  0.0736
C54 -1.45 2.57 -3.90  -0.6476
C55 -1.28 3.47 -2.69  -1.2556
C56 -0.86 2.84 -1.35  -0.0912
O3 -0.31 3.60 -0.55  -0.6365
O4 -1.08 1.59 -1.18  -0.5133
H35 -2.54 -4.60 -4.78  0.3074
H36 -2.40 -4.72 -6.53  0.4263
H37 -3.84 -3.99 -5.81  0.3543
H38 -0.12 -3.57 -5.45  0.4431
H39 1.03 -1.35 -5.54  0.5427
H40 -2.73 0.57 -6.18  0.5101
H41 -3.86 -1.63 -6.17  0.3699
H42 0.64 2.33 -3.96  0.0723
H43 -2.25 1.85 -3.75  0.2117
H44 -1.70 3.20 -4.76  0.5756
H45 -2.23 3.98 -2.51  0.3211
H46 -0.53 4.23 -2.90  0.4068

=====

Looking at energy above the lowest of the compared OMol25 structures with the same formula, charge and spin for the records above, in order, we have 21.9; 45.5; 86.5; 11.7; 177.6; 71.6 kcal per mole.